[1]
DFT (ωB97M-V/def2-TZVPD) results for an isolated molecule of C3H6BrClN2.

```
13
Properties=species:S:1:pos:R:3:lowdin_charge:R:1
C 0.461 0.512 1.129 -0.402
C -0.239 1.006 -0.269 -0.245
C -0.340 -1.180 -0.991 -0.099
N 0.877 -0.778 0.888 -0.433
N -1.097 -0.076 -0.809 -0.550
Cl 2.460 -0.940 -0.001 0.417
Br -2.736 -0.299 0.168 0.724
H 1.097 1.385 1.386 0.112
H -0.191 0.405 2.025 0.101
H -0.872 1.968 -0.091 0.124
H 0.651 1.129 -0.941 0.106
H 0.618 -0.976 -1.618 0.081
H -0.689 -2.156 -0.876 0.062
```

Calculated values
E: -88748.6612 eV
largest force on an atom: 4.011 eV/Å
total charge: 0
E_HOMO (alpha / beta): -8.196 / -8.194 eV

=====

[2]
DFT (ωB97M-V/def2-TZVPD) results for a structure of composition C5H6OS2.

```
14
Properties=species:S:1:pos:R:3:lowdin_charge:R:1
C 0.041 1.294 -1.453 -0.510
C 0.257 -0.178 -1.167 -0.510
C 0.433 -0.333 0.291 -0.579
C -0.801 -0.115 1.107 -0.381
C -0.427 -1.129 2.257 -0.444
H 0.048 1.413 -2.546 0.048
H 1.209 0.100 0.988 0.138
H -1.612 -0.646 0.400 0.140
H -1.260 1.022 1.405 0.141
H 0.046 -0.458 3.216 0.160
H -1.278 -1.697 2.569 0.038
O 0.309 -1.008 -2.008 0.151
S -0.185 2.748 -0.674 0.719
S 0.395 -2.054 0.913 0.890
```

Calculated values
E: -28996.2361 eV
largest force on an atom: 5.089 eV/Å
total charge: 0
E_HOMO: -8.801 eV

=====

[3]
DFT (ωB97M-V/def2-TZVPD) results for a structure of composition C19H11AuF5I2N2OS.

```
42
Properties=species:S:1:pos:R:3:lowdin_spin:R:1
Au -0.435 -0.131 -0.143 0.392
I 4.997 -3.377 4.128 0.107
C 3.920 -2.380 2.686 0.216
C 4.184 -2.625 1.334 -0.017
C 3.458 -1.961 0.384 0.155
I 3.787 -2.302 -1.624 0.055
C 2.406 -1.020 0.756 0.116
O 1.723 -0.478 -0.145 0.249
C 2.213 -0.740 2.172 0.102
C 1.357 0.413 2.626 0.010
N -0.079 0.270 2.354 0.008
C -0.802 1.514 2.597 0.001
C -0.564 2.539 1.502 0.007
C -0.662 3.895 1.771 0.005
C -0.443 4.805 0.751 -0.003
C -0.107 4.343 -0.512 0.004
C -0.029 2.979 -0.712 0.007
N -0.260 2.106 0.277 0.121
C 2.949 -1.430 3.086 0.018
H 4.951 -3.330 1.045 -0.004
H 1.539 0.577 3.693 0.000
H 1.699 1.308 2.099 0.003
H -0.472 -0.474 2.917 0.000
H -1.870 1.287 2.642 0.000
H -0.526 1.970 3.554 0.000
H -0.906 4.227 2.772 0.001
H -0.527 5.866 0.942 0.000
H 0.087 5.022 -1.330 0.001
H 0.218 2.560 -1.678 0.001
H 2.811 -1.232 4.142 -0.002
F -5.574 0.929 4.140 0.009
C -4.892 0.654 3.041 0.027
C -4.758 1.615 2.052 -0.003
F -5.301 2.816 2.220 -0.003
C -4.049 1.318 0.907 0.023
F -3.912 2.273 -0.008 0.007
C -3.452 0.073 0.715 0.031
S -2.612 -0.293 -0.781 0.333
C -3.587 -0.866 1.736 0.023
F -3.009 -2.059 1.631 0.006
C -4.299 -0.587 2.887 -0.004
F -4.410 -1.496 3.850 -0.003
```

Calculated values
E: -69216.8838 eV
largest force on an atom: 0.533 eV/Å
total charge: +1
E_HOMO (alpha / beta): -11.572 / -11.945 eV
multiplicity: 3